[1]
Below is a structure of composition BrFH2NPS in a non-equilibrium geometry, with properties calculated with ωB97M-V/def2-TZVPD.

The geometry in XYZ format:
```
7
Properties=species:S:1:pos:R:3:forces:R:3
N 1.4970 0.3106 0.1883 -3.86 -0.09 0.52
F -0.7596 -0.7540 -1.3602 0.25 0.42 1.23
P -0.6623 -0.3857 0.2106 2.55 -0.68 -0.50
S -1.1588 -1.8908 1.3384 0.61 1.59 -0.88
Br -1.9517 1.3827 0.2171 0.34 -0.12 0.12
H 1.6370 -0.0274 -0.7632 0.15 0.35 -0.19
H 1.3983 1.3646 0.1689 -0.03 -1.48 -0.29
```
Positions in Å, forces in eV/Å.

Results
energy above the lowest of the compared OMol25 structures with the same formula, charge and spin: 22.4 kcal/mol
gap between HOMO and LUMO: 8.63 eV

***

[2]
Below is a structure of composition BrFH2Si in a non-equilibrium geometry, with properties calculated with ωB97M-V/def2-TZVPD.

The geometry in XYZ format:
```
5
Properties=species:S:1:pos:R:3:forces:R:3
F 0.5057 1.9525 0.0049 0.45 1.53 -0.30
Si 0.1157 -0.2485 0.0571 -0.91 -0.36 0.84
Br -2.0218 -0.6481 -0.0457 -0.63 -0.37 -0.16
H 0.7004 -0.8032 1.2457 0.56 -0.69 0.19
H 0.7001 -0.2527 -1.2621 0.53 -0.11 -0.57
```
Positions in Å, forces in eV/Å.

Results
spin multiplicity: 3
energy above the lowest of the compared OMol25 structures with the same formula, charge and spin: 1.5 kcal/mol
gap between HOMO and LUMO (alpha / beta): 7.20 / 5.33 eV

***

[3]
Below is a structure of composition BrFHLuNO2S2 in a non-equilibrium geometry, with properties calculated with ωB97M-V/def2-TZVPD.

The geometry in XYZ format:
```
9
Properties=species:S:1:pos:R:3:forces:R:3
O 2.1147 -0.7700 0.4331 -0.08 -0.44 -0.58
S 1.3562 0.3898 0.2573 1.47 -0.84 0.92
O 1.6155 1.6039 0.8961 -0.49 0.59 -0.30
F 0.9830 0.5759 -1.2160 -0.27 0.20 -0.19
N -0.2585 -0.1231 0.9215 -0.33 3.74 1.27
S -1.3043 1.0556 1.1013 -0.05 -1.21 0.20
Br -0.7867 -1.9307 -0.2609 -2.23 -2.64 -2.85
H -1.1536 1.7782 -0.0417 0.47 0.50 0.14
Lu -2.5663 -2.5794 -2.0907 1.50 0.10 1.38
```
Positions in Å, forces in eV/Å.

Results
charge: +3
gap between HOMO and LUMO: 6.24 eV

***

[4]
Below is a cluster of 2 separate species, BrFO2S in total in a non-equilibrium geometry, with properties calculated with ωB97M-V/def2-TZVPD.

The geometry in XYZ format:
```
5
Properties=species:S:1:pos:R:3:forces:R:3
O -1.6213 1.4569 -0.5339 1.04 -0.57 1.07
O -1.5046 -0.6173 0.7399 0.20 -0.34 0.33
F 2.1405 -0.8303 0.4524 1.21 -0.87 7.66
S -0.9127 0.6460 0.4436 -1.27 0.92 -1.39
Br 1.8981 -0.6553 -1.1020 -1.18 0.85 -7.68
```
Positions in Å, forces in eV/Å.

Results
energy above the lowest of the compared OMol25 structures with the same formula, charge and spin: 45.3 kcal/mol
gap between HOMO and LUMO: 9.90 eV

***

[5]
Below is a structure of composition BrFeH42O21 in a non-equilibrium geometry, with properties calculated with ωB97M-V/def2-TZVPD.

The geometry in XYZ format:
```
65
Properties=species:S:1:pos:R:3:forces:R:3
Fe 4.5419 0.7364 1.4360 -1.22 -0.27 -0.58
Br 0.3170 -0.0184 -0.0774 -0.14 0.23 -0.14
O -1.9178 -2.3186 4.5032 -0.11 -0.06 0.57
H -2.7887 -2.4535 4.8767 -0.15 -0.31 0.29
H -2.0348 -1.6084 3.8721 0.07 0.61 -0.45
O -0.3877 -3.7932 3.0090 1.15 -0.28 -0.93
H -0.8967 -3.2719 3.6298 -0.61 0.27 0.74
H -1.0382 -4.3302 2.5566 -0.01 -0.26 -0.12
O 1.2179 4.8016 1.2679 0.66 0.15 0.25
H 0.5233 4.1447 1.3166 -0.53 -0.10 -0.08
H 1.7816 4.5024 0.5545 0.12 0.15 -0.22
O -1.4073 -1.1082 -3.6572 0.01 0.18 -0.02
H -1.8692 -0.9057 -2.8437 -0.30 0.18 0.05
H -0.6378 -1.6050 -3.3791 0.38 -0.45 -0.05
O -0.9694 3.1766 0.9798 1.74 -0.09 0.15
H -1.2374 2.8533 0.1197 -0.81 0.22 -0.94
H -1.4228 2.6079 1.6021 -0.68 -0.01 0.54
O 1.8543 2.6254 -4.1440 -0.10 -0.23 0.29
H 2.4736 3.1751 -4.6241 0.11 0.19 -0.37
H 2.1644 2.6486 -3.2387 0.04 0.12 0.17
O 1.9609 -0.0204 4.2545 0.19 0.40 -0.29
H 1.2843 -0.5883 4.6230 -0.44 -0.16 0.07
H 2.7623 -0.2731 4.7131 0.20 -0.07 0.30
O 0.5660 0.3007 -5.3465 0.25 -0.30 -0.08
H 0.9709 0.9955 -4.8273 0.20 0.48 -0.03
H -0.1983 0.0338 -4.8357 -0.49 -0.17 0.04
O 2.6024 1.0567 1.8908 1.25 0.73 -0.35
H 1.8945 0.8089 1.2960 -0.42 -0.12 -0.60
H 2.2053 1.0285 2.7613 -0.26 -0.33 1.52
O -2.5391 -3.5835 -1.6599 0.78 0.11 -0.01
H -3.0779 -3.8151 -0.9034 -0.22 -0.04 0.18
H -3.1466 -3.1607 -2.2668 -0.22 -0.04 -0.27
O -1.7444 -0.2833 2.7320 0.32 -0.65 -0.05
H -1.0406 -0.1868 2.0905 0.09 -0.22 -0.10
H -2.1636 0.5768 2.7595 -0.29 0.58 0.02
O -4.5235 -1.6622 -0.8871 -0.03 -0.06 -0.10
H -3.8264 -1.0869 -1.2022 0.25 0.12 -0.05
H -4.9393 -1.1699 -0.1792 -0.29 0.06 0.23
O 1.9865 -2.4520 2.0243 1.12 0.94 -0.56
H 1.3256 -2.0372 1.4700 -0.35 -0.13 0.03
H 1.5079 -3.1289 2.5028 -0.63 -0.72 0.40
O 0.5635 -3.1419 -1.7264 0.57 0.40 -0.26
H -0.3829 -3.2854 -1.7221 -0.91 -0.42 0.00
H 0.7082 -2.4757 -1.0545 0.07 -0.05 0.32
O -1.5385 4.4437 -3.0461 -0.10 0.01 -0.14
H -1.3867 3.6627 -2.5140 -0.09 -0.28 0.18
H -0.8378 5.0454 -2.7946 0.11 0.30 -0.06
O -2.5837 2.2601 2.7047 -0.31 -0.42 0.50
H -2.3741 2.4511 3.6189 0.14 0.35 0.49
H -3.5385 2.1939 2.6861 -0.52 0.21 -0.23
O 3.7729 0.3664 -0.4447 0.34 0.93 0.10
H 4.1515 0.1597 -1.2992 0.58 -0.33 -0.34
H 2.8395 0.1790 -0.5441 -0.68 -0.07 0.03
O 4.4178 -1.1724 1.6693 1.65 0.30 0.58
H 5.1242 -1.7931 1.8482 0.61 -0.38 -0.01
H 3.6216 -1.7034 1.6873 -2.00 -0.82 0.23
O -3.5455 0.8576 -2.8251 -0.02 -0.30 0.43
H -3.5959 1.5433 -3.4911 0.15 0.29 -0.49
H -4.4463 0.5476 -2.7312 -0.45 -0.18 -0.04
O 4.9103 -2.1962 -1.2578 -0.14 0.62 0.37
H 4.2478 -2.5158 -1.8704 -0.22 -0.43 -0.27
H 5.6111 -1.8598 -1.8162 0.42 -0.22 -0.29
O -1.9501 2.1204 -1.1917 1.04 0.52 0.65
H -1.2524 1.4763 -1.0709 0.09 -0.31 -0.47
H -2.6690 1.6248 -1.5838 -0.98 -0.36 -0.70
```
Positions in Å, forces in eV/Å.

Results
charge: +2
spin multiplicity: 6
gap between HOMO and LUMO (alpha / beta): 5.70 / 2.64 eV

***

[6]
Below is a cluster of 7 separate species, BrH12O6 in total in a non-equilibrium geometry, with properties calculated with ωB97M-V/def2-TZVPD.

The geometry in XYZ format:
```
19
Properties=species:S:1:pos:R:3:forces:R:3
Br 5.7630 28.0050 18.2730 0.11 -0.07 0.06
O 6.4620 29.9960 15.8910 0.96 3.13 -3.42
H 6.9050 30.7940 16.2230 -0.35 -0.71 0.07
H 6.3310 29.4130 16.5740 -0.58 -2.24 3.09
O 8.4410 28.8640 20.4420 -0.46 0.61 -2.36
H 8.0740 28.8480 19.4620 0.85 0.13 2.87
H 8.8780 29.7320 20.5780 -0.54 -0.82 -0.43
O 2.3940 28.8070 19.2340 -10.35 3.25 4.05
H 3.1320 28.4900 19.0320 10.47 -4.01 -3.26
H 2.1730 28.2660 20.0270 -0.04 0.76 -0.82
O 5.7070 26.9230 21.3650 -1.63 -1.49 -0.13
H 5.9100 27.3250 20.5350 -0.09 0.30 -1.61
H 6.3000 27.3700 21.9050 1.69 1.13 1.90
O 8.2300 26.5580 16.3900 -0.26 -2.92 4.05
H 7.6640 26.9590 17.0900 0.23 -0.26 -0.68
H 8.2650 27.1370 15.7140 -0.01 3.16 -3.41
O 3.5460 25.3780 17.6230 0.43 1.43 -0.36
H 4.3550 26.0020 17.7230 -2.08 -0.96 -0.35
H 2.7900 25.8750 17.2050 1.66 -0.41 0.74
```
Positions in Å, forces in eV/Å.

Results
charge: -1
energy above the lowest of the compared OMol25 structures with the same formula, charge and spin: 38.4 kcal/mol
gap between HOMO and LUMO: 9.04 eV

***

[7]
Below is a cluster of 9 separate species, BrH16O8 in total in a non-equilibrium geometry, with properties calculated with ωB97M-V/def2-TZVPD.

The geometry in XYZ format:
```
25
Properties=species:S:1:pos:R:3:forces:R:3
Br 29.2240 9.3030 8.3540 0.13 -0.27 -0.35
O 29.3210 6.8260 5.7450 -0.09 0.07 -0.13
H 29.1090 7.6050 6.3280 0.57 -0.59 -1.34
H 29.6180 7.0300 4.8270 -0.47 0.55 1.58
O 28.5640 12.0150 10.2180 -4.20 4.79 2.88
H 27.6980 12.0280 10.8370 3.37 -0.63 -2.36
H 28.8380 11.1730 10.0500 0.78 -3.88 -0.51
O 28.0680 6.6190 9.8920 3.26 0.27 -1.25
H 28.8330 7.2220 9.4990 -2.60 -1.48 1.06
H 27.3750 7.2090 10.1180 -0.80 0.94 0.25
O 31.9270 6.9750 8.1510 1.48 5.74 0.49
H 31.6610 6.1470 8.1210 -1.38 -6.66 -0.47
H 31.0680 7.3820 8.3040 -0.05 1.02 -0.08
O 32.6720 10.6160 7.2310 -2.74 1.16 -0.84
H 31.8090 10.1350 7.3800 1.84 0.34 0.11
H 33.4400 10.1730 7.5040 0.87 -1.53 0.77
O 29.7430 11.9420 6.1560 -2.47 1.83 -0.83
H 29.3580 11.1580 6.5280 0.25 -1.24 0.73
H 28.8560 12.4270 6.0310 2.22 -0.56 0.12
O 25.7920 9.3350 9.1680 1.66 -0.85 1.66
H 26.1010 9.2870 10.1000 -1.51 0.78 0.21
H 26.6730 8.9590 8.9700 -0.10 0.22 -1.94
O 29.5900 9.2840 11.5680 -3.44 3.64 -2.15
H 29.5980 9.1680 10.5960 0.08 0.07 0.39
H 30.1400 8.6800 11.9000 3.37 -3.75 1.99
```
Positions in Å, forces in eV/Å.

Results
charge: -1
energy above the lowest of the compared OMol25 structures with the same formula, charge and spin: 51.7 kcal/mol
gap between HOMO and LUMO: 9.75 eV

***

[8]
Below is the molecule BrH2IO2Si in a non-equilibrium geometry, with properties calculated with ωB97M-V/def2-TZVPD.

The geometry in XYZ format:
```
7
Properties=species:S:1:pos:R:3:forces:R:3
O -1.0180 0.9725 -0.4967 -2.42 1.11 0.56
O 0.3539 -0.7735 1.3123 0.10 0.27 2.66
Si 0.1151 -0.0952 -0.1493 -0.65 -1.94 2.00
Br -0.2374 -1.8426 -1.4125 -0.24 -1.16 -0.85
I 1.9330 1.1152 -1.2213 3.59 2.37 -2.47
H -1.9134 0.8944 -0.1075 0.48 0.13 -0.37
H 0.7669 -0.2708 2.0750 -0.85 -0.79 -1.53
```
Positions in Å, forces in eV/Å.

Results
spin multiplicity: 3
energy above the lowest of the compared OMol25 structures with the same formula, charge and spin: 24.2 kcal/mol
gap between HOMO and LUMO (alpha / beta): 4.77 / 6.20 eV

***

[9]
Below is a cluster of 2 separate species, BrH2NOS in total in a non-equilibrium geometry, with properties calculated with ωB97M-V/def2-TZVPD.

The geometry in XYZ format:
```
6
Properties=species:S:1:pos:R:3:forces:R:3
N -0.9561 -1.7966 1.6816 0.17 -1.10 0.13
O 0.9909 0.1986 -1.2546 1.03 1.71 -0.97
S -0.2968 -0.5373 1.8004 -0.95 1.38 -0.51
Br -1.9758 1.1764 1.2495 0.80 -0.26 0.26
H 0.7046 -0.1271 -2.1572 0.78 1.10 1.48
H 1.5332 1.0860 -1.3197 -1.83 -2.84 -0.39
```
Positions in Å, forces in eV/Å.

Results
energy above the lowest of the compared OMol25 structures with the same formula, charge and spin: 26.9 kcal/mol
gap between HOMO and LUMO: 8.33 eV

***

[10]
Below is a structure of composition BrH2P in a non-equilibrium geometry, with properties calculated with ωB97M-V/def2-TZVPD.

The geometry in XYZ format:
```
4
Properties=species:S:1:pos:R:3:forces:R:3
P 0.6671 0.3214 -0.8919 1.20 -4.00 0.43
Br -0.7808 -0.2986 -2.4662 0.05 -0.37 -0.64
H -0.3042 1.1646 -0.5701 -1.43 1.28 1.72
H 0.4113 -1.1346 0.1032 0.18 3.09 -1.52
```
Positions in Å, forces in eV/Å.

Results
energy above the lowest of the compared OMol25 structures with the same formula, charge and spin: 26.8 kcal/mol
gap between HOMO and LUMO: 9.75 eV

***

[11]
Below is the molecule BrH2PS in a non-equilibrium geometry, with properties calculated with ωB97M-V/def2-TZVPD.

The geometry in XYZ format:
```
5
Properties=species:S:1:pos:R:3:forces:R:3
P 0.8278 0.2897 -1.0093 2.30 0.74 3.75
S 0.0977 0.9094 1.4244 1.18 0.09 -2.79
Br -1.2684 -0.6797 1.8088 -0.60 -0.63 0.20
H 0.6451 -1.0265 -0.5731 -0.35 -0.28 -0.29
H -0.3022 0.5071 -1.6508 -2.53 0.08 -0.87
```
Positions in Å, forces in eV/Å.

Results
SMILES: PSBr
energy above the lowest of the compared OMol25 structures with the same formula, charge and spin: 36.3 kcal/mol
gap between HOMO and LUMO: 7.77 eV

***

[12]
Below is a cluster of 5 separate species, BrH8O4 in total in a non-equilibrium geometry, with properties calculated with ωB97M-V/def2-TZVPD.

The geometry in XYZ format:
```
13
Properties=species:S:1:pos:R:3:forces:R:3
Br 5.9646 -66.2509 -15.2596 -0.20 -0.03 -0.10
O 3.7553 -68.3396 -16.8649 -1.06 2.06 1.14
H 4.5023 -67.6857 -16.7012 -1.11 -0.98 -0.03
H 2.9681 -67.8710 -16.4144 2.01 -1.11 -1.03
O 6.9049 -68.5615 -17.4719 1.52 -0.29 -3.45
H 6.5985 -68.0124 -16.8199 -1.75 1.38 4.27
H 7.1112 -67.7415 -17.9751 0.44 -1.15 -0.83
O 7.5544 -63.5188 -16.0560 -4.12 0.13 0.66
H 6.8524 -62.8133 -16.0865 1.71 0.36 -0.36
H 6.7566 -64.1295 -15.7921 2.63 -0.45 -0.36
O 6.8400 -68.2451 -12.6988 -2.87 -2.39 -5.43
H 6.8680 -67.7399 -13.6917 -0.18 -1.35 3.67
H 6.1713 -69.1015 -13.0720 2.99 3.80 1.85
```
Positions in Å, forces in eV/Å.

Results
charge: -1
energy above the lowest of the compared OMol25 structures with the same formula, charge and spin: 45.8 kcal/mol
gap between HOMO and LUMO: 9.04 eV